Entry w
11
Properties=species:S:1:pos:R:3 method="wB97M-V/def2-TZVPD" lumo_ev=-1.3
C 3.103 0.466 0.928
C 1.924 0.596 0.764
C 0.512 0.826 0.626
S -0.199 2.134 1.294
N -0.206 -0.115 -0.116
S -1.913 0.177 -0.278
C 0.418 -1.214 -0.678
S -0.257 -2.398 -1.558
H 4.172 0.341 1.070
H -2.049 -0.937 -1.001
H 1.476 -1.237 -0.425

***

Entry x
11
Properties=species:S:1:pos:R:3 method="wB97M-V/def2-TZVPD" lumo_ev=-0.8
N -2.836 -1.176 1.283
C -2.197 -0.727 0.426
C -1.371 -0.169 -0.644
S -0.975 1.584 -0.371
C 0.430 1.172 0.697
C 1.198 0.011 0.107
S 2.777 -0.266 0.365
S 0.211 -1.081 -0.828
H -1.885 -0.243 -1.600
H 0.095 0.909 1.675
H 1.082 2.050 0.764

***

Quick ranking, most stable first: entry x, entry w.